1.
DFT (ωB97M-V/def2-TZVPD) results for a structure of composition C34H32N6O2PPdS2.

Element x y z (Å)
Pd (-0.341, -0.137, -0.521)
C (-4.496, 1.294, 3.083)
N (-3.613, 1.456, 1.959)
C (-3.576, 2.516, 1.112)
C (-2.620, 2.232, 0.172)
N (-2.084, 1.021, 0.436)
C (-2.688, 0.564, 1.523)
P (-2.409, -1.044, 2.358)
C (-2.526, -2.013, 0.805)
N (-2.066, -1.659, -0.387)
C (-2.637, -2.498, -1.283)
C (-3.441, -3.389, -0.624)
N (-3.369, -3.073, 0.693)
C (-4.068, -3.727, 1.765)
C (-0.593, -0.873, 2.511)
N (0.213, -0.320, 1.620)
C (1.434, -0.227, 2.186)
C (1.371, -0.734, 3.457)
N (0.088, -1.136, 3.656)
C (-0.453, -1.742, 4.841)
H (-5.126, 2.177, 3.171)
H (-3.926, 1.168, 4.005)
H (-5.132, 0.418, 2.943)
H (-4.209, 3.369, 1.235)
H (-2.287, 2.816, -0.664)
H (-2.464, -2.397, -2.337)
H (-4.040, -4.197, -0.990)
H (-4.435, -4.691, 1.417)
H (-4.916, -3.127, 2.101)
H (-3.397, -3.884, 2.610)
H (2.259, 0.198, 1.644)
H (2.126, -0.824, 4.210)
H (0.352, -1.960, 5.540)
H (-0.964, -2.672, 4.587)
H (-1.168, -1.074, 5.324)
O (1.675, -1.142, -0.848)
S (1.079, -1.666, -2.100)
C (2.461, -2.554, -2.892)
C (3.441, -3.098, -2.084)
C (4.501, -3.772, -2.665)
C (4.573, -3.888, -4.045)
C (3.586, -3.335, -4.846)
C (2.522, -2.662, -4.268)
C (0.290, -3.219, -1.578)
C (0.253, -3.512, -0.226)
C (-0.398, -4.655, 0.207)
C (-1.000, -5.499, -0.712)
C (-0.932, -5.214, -2.067)
C (-0.291, -4.067, -2.505)
H (3.371, -2.979, -1.014)
H (5.269, -4.203, -2.040)
H (5.411, -4.398, -4.496)
H (3.647, -3.422, -5.919)
H (1.751, -2.221, -4.881)
H (0.751, -2.850, 0.473)
H (-0.432, -4.892, 1.260)
H (-1.512, -6.388, -0.373)
H (-1.379, -5.885, -2.784)
H (-0.233, -3.835, -3.557)
C (1.200, 8.881, 0.785)
C (2.566, 8.294, 0.781)
O (3.175, 7.836, 1.689)
S (3.281, 8.252, -0.934)
C (2.724, 6.563, -1.143)
C (1.508, 6.346, -1.774)
C (0.998, 5.067, -1.847)
C (1.708, 3.997, -1.295)
C (2.961, 4.226, -0.721)
C (3.465, 5.508, -0.634)
C (1.127, 2.707, -1.234)
C (0.557, 1.632, -1.192)
H (0.825, 8.980, 1.802)
H (0.540, 8.226, 0.216)
H (1.215, 9.848, 0.287)
H (0.965, 7.182, -2.187)
H (0.041, 4.890, -2.315)
H (3.522, 3.394, -0.321)
H (4.415, 5.696, -0.160)

Output
**Kohn-Sham gap (alpha / beta)**: 6.4382 / 6.4391 eV
**HOMO energy (alpha / beta)**: -9.84 / -9.84 eV
**M**: 758.20 g/mol
**Charge**: +1

Atomic partial charges in e from the Löwdin method, atoms 1 to 6: 0.791 -0.030 -0.130 -0.035 -0.094 0.013


2.
DFT (ωB97M-V/def2-TZVPD) results for a structure of composition C6H12N2.

Element x y z (Å)
C (-1.439, -1.774, -0.572)
C (1.796, -0.373, -1.273)
C (0.291, -0.294, -1.276)
N (-0.304, -1.499, -1.164)
H (-0.105, 0.304, -2.099)
H (-1.617, -2.845, -0.479)
H (-2.349, -1.284, -0.932)
H (-1.121, -1.051, 1.000)
H (2.241, 0.546, -1.653)
H (2.131, -0.679, -0.284)
H (2.126, -1.165, -1.953)
C (-0.526, 0.090, 1.576)
C (-0.647, 1.061, 0.405)
C (0.054, 2.230, 0.432)
N (0.762, -0.173, 1.907)
H (0.881, -0.164, 2.921)
H (-1.147, 0.472, 2.411)
H (-1.679, 1.174, 0.072)
H (0.967, 2.297, 1.008)
H (-0.314, 3.128, -0.048)

Output
**Energy above the lowest of the compared OMol25 structures with the same formula, charge and spin**: 702.87 kJ/mol
**Kohn-Sham gap (alpha / beta)**: 6.6514 / 7.5450 eV
**HOMO energy (alpha / beta)**: -7.34 / -8.18 eV
**M**: 112.18 g/mol
**Charge**: 0

Atomic partial charges in e from the Löwdin method, atoms 1 to 6: -0.134 -0.090 -0.235 -0.039 0.119 0.063


3.
DFT (ωB97M-V/def2-TZVPD) results for a cluster of 2 separate species, C26H61BFNO4PSi in total.

Element x y z (Å)
C (-7.338, 8.236, 2.955)
C (-6.164, 9.186, 3.179)
C (-4.944, 8.487, 3.783)
C (-4.063, 7.762, 2.756)
C (-2.580, 7.741, 3.145)
C (-1.808, 6.558, 2.567)
C (-1.542, 6.686, 1.065)
C (-0.373, 5.830, 0.556)
C (-0.814, 4.510, -0.072)
C (0.366, 3.633, -0.532)
C (0.430, 2.253, 0.140)
C (-0.261, 1.159, -0.679)
C (0.593, 0.637, -1.834)
C (1.841, -0.132, -1.370)
C (2.194, -1.354, -2.235)
C (2.781, -2.544, -1.455)
C (2.159, -3.909, -1.774)
O (1.796, -4.593, -0.607)
P (1.773, -6.372, -0.806)
B (1.304, -6.584, 1.088)
O (2.070, -7.486, 1.808)
N (0.234, -5.844, 1.829)
C (-0.937, -6.673, 2.030)
C (0.709, -5.285, 3.085)
Si (1.692, -8.616, -1.289)
C (3.358, -9.511, -1.104)
C (0.381, -9.538, -0.268)
C (1.143, -8.848, -3.080)
O (2.378, -6.088, -2.516)
C (3.063, -4.887, -2.520)
C (3.490, -4.445, -3.911)
C (4.713, -5.172, -4.423)
F (2.452, -4.666, -4.835)
H (-7.810, 7.975, 3.904)
H (-8.106, 8.681, 2.319)
H (-7.008, 7.309, 2.481)
H (-5.880, 9.646, 2.228)
H (-6.479, 10.003, 3.834)
H (-4.335, 9.218, 4.322)
H (-5.290, 7.765, 4.530)
H (-4.396, 6.728, 2.633)
H (-4.186, 8.248, 1.784)
H (-2.501, 7.728, 4.236)
H (-2.107, 8.671, 2.811)
H (-0.858, 6.444, 3.097)
H (-2.382, 5.645, 2.760)
H (-2.440, 6.385, 0.515)
H (-1.352, 7.735, 0.822)
H (0.204, 6.395, -0.181)
H (0.309, 5.613, 1.385)
H (-1.425, 3.957, 0.649)
H (-1.471, 4.737, -0.916)
H (1.299, 4.172, -0.345)
H (0.315, 3.500, -1.616)
H (-0.043, 2.317, 1.125)
H (1.469, 1.969, 0.319)
H (-1.209, 1.548, -1.069)
H (-0.515, 0.315, -0.032)
H (0.881, 1.477, -2.475)
H (-0.021, -0.021, -2.454)
H (1.688, -0.466, -0.340)
H (2.695, 0.551, -1.357)
H (2.906, -1.043, -3.006)
H (1.301, -1.684, -2.773)
H (3.864, -2.594, -1.618)
H (2.644, -2.389, -0.383)
H (1.262, -3.770, -2.403)
H (3.193, -6.434, -0.421)
H (0.387, -6.251, -1.284)
H (1.689, -7.690, 2.669)
H (-0.770, -7.505, 2.743)
H (-1.768, -6.080, 2.428)
H (-1.257, -7.108, 1.081)
H (0.121, -4.402, 3.357)
H (0.644, -5.996, 3.931)
H (1.751, -4.978, 2.993)
H (4.133, -8.769, -0.898)
H (3.348, -10.227, -0.279)
H (3.623, -10.044, -2.020)
H (0.644, -9.612, 0.789)
H (0.235, -10.551, -0.658)
H (-0.579, -9.020, -0.354)
H (0.940, -9.904, -3.294)
H (1.924, -8.493, -3.753)
H (0.238, -8.274, -3.294)
H (3.993, -4.977, -1.921)
H (3.644, -3.359, -3.911)
H (4.456, -6.222, -4.570)
H (5.064, -4.751, -5.365)
H (5.515, -5.124, -3.685)
C (-0.642, 10.670, -0.457)
O (0.126, 9.531, -0.810)
H (-1.402, 10.331, 0.245)
H (-0.037, 11.438, 0.033)
H (-1.145, 11.112, -1.322)
H (0.807, 9.795, -1.433)

Output
**Energy above the lowest of the compared OMol25 structures with the same formula, charge and spin**: 0.00 kJ/mol
**Kohn-Sham gap**: 5.4049 eV
**HOMO energy**: -3.67 eV
**M**: 540.65 g/mol
**Charge**: -1

Atomic partial charges in e from the Löwdin method, atoms 1 to 6: -0.117 -0.276 -0.229 -0.217 -0.224 -0.218


4.
DFT (ωB97M-V/def2-TZVPD) results for a cluster of 3 separate species, C3H13NO2S2 in total.

Element x y z (Å)
C (2.282, 0.832, -2.334)
S (1.503, -0.641, -1.690)
S (-0.478, -0.459, -1.839)
C (-1.059, 0.806, -0.775)
C (-0.981, 0.743, 0.860)
N (-2.203, 1.466, 1.581)
H (3.244, 0.657, -2.873)
H (1.877, 1.678, -2.924)
H (2.629, 1.469, -1.518)
H (-2.110, 1.088, -0.938)
H (-0.359, 1.692, -1.017)
H (-0.031, 1.005, 1.260)
H (-1.196, -0.460, 1.063)
H (-1.957, 2.550, 1.591)
H (-3.069, 1.354, 0.932)
O (-1.611, -1.526, 3.529)
H (-2.532, -2.007, 3.305)
H (-1.867, -0.665, 2.982)
O (1.687, -0.337, 2.829)
H (1.572, -0.038, 3.721)
H (0.760, -0.369, 2.448)

Output
**Energy above the lowest of the compared OMol25 structures with the same formula, charge and spin**: 259.32 kJ/mol
**Kohn-Sham gap**: 9.1260 eV
**HOMO energy**: -8.66 eV
**SMILES**: CSSCCN.O.O
**M**: 159.28 g/mol
**Charge**: 0

Atomic partial charges in e from the Löwdin method, atoms 1 to 6: -0.515 0.449 0.457 -0.608 -0.275 -0.064


Question: Among the records above, which one has the highest M?
Answer: C34H32N6O2PPdS2